[1]
ORCA calculation (ωB97M-V/def2-TZVPD) on a molecular structure, C4H11AsF6NORb.

Results
HOMO energy: -10.38 eV
Gap between HOMO and LUMO: 9.334 eV
Total charge: 0

Geometry (Å):
1 Rb 2.3824 -2.5951 0.5563
2 As 0.5216 -1.9637 -3.4790
3 F -0.9840 -1.3484 -2.9088
4 F -0.0178 -1.9269 -5.0971
5 F 2.0660 -2.6006 -3.9335
6 F 1.0727 -1.9737 -1.7990
7 F -0.0573 -3.5742 -3.2341
8 F 1.1454 -0.3589 -3.5904
9 C 0.4825 -0.1466 2.9363
10 C -0.0432 -0.2291 1.5143
11 C -1.1757 0.7628 1.2784
12 O -0.6744 2.0751 1.4244
13 C -1.3139 3.0205 0.6017
14 N 1.0811 0.0365 0.5631
15 H -0.2452 -0.5631 3.6341
16 H 0.6056 0.9055 3.1991
17 H 1.4441 -0.6465 3.0517
18 H -0.4710 -1.2130 1.2917
19 H -2.0025 0.6008 1.9829
20 H -1.5677 0.6032 0.2654
21 H -2.3769 3.1342 0.8435
22 H -1.2287 2.7554 -0.4595
23 H -0.8239 3.9798 0.7594
24 H 1.5053 0.8968 0.9107
25 H 0.6755 0.3692 -0.3117

[2]
ORCA calculation (ωB97M-V/def2-TZVPD) on a molecular structure, C4H11AuO4.

Results
Expectation value of S²: 2.0083
Spin multiplicity: 3
HOMO energy (spin up / spin down): -19.57 / -19.62 eV
Gap between HOMO and LUMO (spin up / spin down): 11.565 / 7.252 eV
Total charge: +2

Geometry (Å):
1 O 1.6631 2.0054 -0.9304
2 C 1.8756 1.9922 0.4459
3 C 0.5990 1.6810 1.2202
4 O -0.0329 0.5664 0.5679
5 C -1.1112 -0.0201 1.2838
6 Au 0.3506 0.7739 -1.2312
7 H 2.2531 2.9614 0.8211
8 H 2.6295 1.2242 0.7127
9 H -0.1072 2.5264 1.2061
10 H 0.8150 1.4118 2.2642
11 H -1.4785 -0.8558 0.6807
12 H -0.7542 -0.4052 2.2490
13 H -1.8884 0.7374 1.4614
14 O 0.0090 -0.7617 -2.0835
15 H 0.4174 -1.2315 -2.8453
16 C -1.0196 -2.5882 -1.1350
17 O -1.2369 -1.3164 -1.7299
18 H -0.4032 -2.4975 -0.2293
19 H -2.0304 -2.9304 -0.8749
20 H -0.5497 -3.2731 -1.8534

[3]
ORCA calculation (ωB97M-V/def2-TZVPD) on C4H11B in the gas phase.

Results
HOMO energy: -9.84 eV
Gap between HOMO and LUMO: 10.509 eV
Total charge: 0

Geometry (Å):
1 B 0.6717 0.0077 -0.0310
2 C 1.9380 -0.9205 -0.1101
3 C 0.7743 1.5685 -0.0437
4 C -2.0610 0.0978 -0.0609
5 C -0.8530 -0.8327 0.0064
6 H 2.8123 -0.5231 0.4032
7 H 2.2203 -1.0135 -1.1619
8 H 1.7651 -1.9342 0.2504
9 H 0.0031 2.0414 -0.6455
10 H 1.7442 1.9277 -0.3861
11 H 0.6410 1.9456 0.9710
12 H -2.1123 0.5936 -1.0339
13 H -2.9939 -0.4526 0.0881
14 H -1.9953 0.8662 0.7108
15 H -0.8775 -1.3972 0.9380
16 H -0.8894 -1.5530 -0.8124

The following E_tot values (in eV) correspond, in order, to the records above: -85666.9966; -16179.1892; -5002.7272.
The following relative energy (zero: lowest compared OMol25 entry of this formula, charge and spin) values (in kcal per mole) correspond, in order, to the records above: 0.0; 0.0; 0.0.